Version A
12
Properties=species:S:1:pos:R:3 method="wB97M-V/def2-TZVPD" homo_energy_ev=-8.62 homo_lumo_gap_ev=8.24 smiles="NC1=CC(=O)C(F)=C1" molar_mass_da=113.09
N 2.052 -0.022 0.070
C 0.670 0.060 -0.020
C -0.076 1.175 -0.110
C -1.478 0.794 -0.110
O -2.557 1.345 0.089
C -1.334 -0.659 -0.071
F -2.446 -1.336 0.082
C -0.177 -1.249 -0.100
H 2.658 0.740 0.485
H 2.376 -0.940 -0.013
H 0.138 2.282 -0.159
H 0.174 -2.191 -0.142

---

Version B
12
Properties=species:S:1:pos:R:3 method="wB97M-V/def2-TZVPD" homo_energy_ev=-8.67 homo_lumo_gap_ev=9.32 molar_mass_da=113.09
C 0.906 2.174 -0.390
C 0.995 0.985 -0.272
C 1.079 -0.388 -0.005
F 2.228 -0.900 0.399
C 0.048 -1.241 -0.150
N -1.240 -0.963 -0.528
C -2.079 0.056 -0.012
O -1.685 0.750 0.888
H 1.030 3.237 -0.502
H 0.222 -2.294 0.061
H -1.787 -1.635 -1.029
H -3.049 0.021 -0.564

---

version A (0.679 eV below the next structure)

---

Version A
100
Properties=species:S:1:pos:R:3 method="wB97M-V/def2-TZVPD" homo_energy_ev=-0.66 homo_lumo_gap_ev=4.57 total_charge=-2 molar_mass_da=912.12
Sr -0.034 0.897 -0.166
C -2.617 0.437 4.270
C -1.865 0.696 3.111
N -2.181 0.210 1.928
C -3.251 -0.599 1.835
C -4.070 -0.912 2.933
C -3.724 -0.359 4.179
C -5.204 -1.774 2.764
C -5.490 -2.311 1.561
C -4.660 -2.044 0.422
C -4.898 -2.628 -0.834
C -4.043 -2.362 -1.867
C -2.953 -1.503 -1.642
N -2.714 -0.930 -0.482
C -3.548 -1.193 0.543
H -2.303 0.869 5.211
H -0.983 1.324 3.129
H -4.334 -0.583 5.048
H -5.822 -1.987 3.629
H -6.344 -2.968 1.433
H -5.750 -3.288 -0.960
H -4.181 -2.799 -2.847
H -2.243 -1.285 -2.427
F -3.137 3.014 -4.457
C -2.281 1.958 -4.338
C -1.749 1.635 -3.110
C -0.877 0.547 -2.928
C -0.599 -0.198 -4.100
C -1.144 0.175 -5.324
F -0.891 -0.566 -6.455
C -1.994 1.246 -5.487
C 0.178 -1.464 -4.041
C 1.191 -1.759 -4.963
C 1.809 -2.993 -4.927
C 1.431 -3.909 -3.953
C 0.461 -3.515 -3.046
N -0.153 -2.337 -3.082
H -2.026 2.284 -2.281
H -2.413 1.501 -6.449
H 1.470 -1.018 -5.699
H 2.585 -3.237 -5.644
H 1.888 -4.888 -3.883
H 0.156 -4.179 -2.241
C 0.000 -2.350 3.623
Si 1.021 -1.807 2.113
C 2.684 -2.722 2.326
C 0.179 -2.621 0.625
N 1.049 -0.148 1.862
C 1.561 0.782 2.754
C 2.492 0.447 3.747
C 3.051 1.372 4.629
C 2.686 2.700 4.526
C 1.757 3.073 3.556
C 1.152 2.170 2.667
N 0.193 2.547 1.747
Si -0.678 3.992 1.785
C -1.405 4.438 3.493
C 0.205 5.558 1.202
C -2.186 3.786 0.664
H 0.096 -3.426 3.803
H -1.061 -2.120 3.486
H 0.345 -1.824 4.518
H 2.636 -3.734 1.910
H 2.953 -2.812 3.382
H 3.487 -2.171 1.828
H 0.301 -3.709 0.663
H 0.579 -2.281 -0.337
H -0.892 -2.409 0.618
H 2.816 -0.586 3.813
H 3.777 1.046 5.366
H 3.118 3.451 5.180
H 1.489 4.121 3.471
H -0.658 4.884 4.154
H -1.802 3.552 3.998
H -2.224 5.155 3.377
H 1.110 5.742 1.787
H -0.446 6.434 1.295
H 0.507 5.451 0.158
H -2.818 2.956 0.995
H -1.882 3.605 -0.370
H -2.795 4.695 0.660
O 4.184 -0.231 0.019
S 3.177 -0.722 -0.957
C 3.784 -0.210 -2.609
C 4.679 -1.311 -3.188
C 4.969 -2.316 -2.071
C 3.653 -2.440 -1.323
H 4.307 0.717 -2.380
H 2.924 0.035 -3.233
H 5.591 -0.897 -3.621
H 4.141 -1.824 -3.988
H 5.726 -1.925 -1.387
H 5.319 -3.276 -2.460
H 3.706 -2.959 -0.367
H 2.870 -2.879 -1.944
O 1.575 3.140 -3.433
Cl 1.582 3.176 -1.999
O 2.417 4.239 -1.529
O 2.072 1.900 -1.481
O 0.231 3.336 -1.486

---

Version B
100
Properties=species:S:1:pos:R:3 method="wB97M-V/def2-TZVPD" homo_energy_ev=-0.75 homo_lumo_gap_ev=4.75 total_charge=-2 molar_mass_da=912.12
Sr 0.589 -0.270 -0.116
C 1.960 4.813 2.536
C 0.870 4.369 1.767
N 0.924 4.188 0.466
C 2.086 4.432 -0.166
C 3.222 4.923 0.502
C 3.134 5.099 1.895
C 4.419 5.224 -0.232
C 4.475 5.039 -1.570
C 3.353 4.502 -2.285
C 3.396 4.248 -3.665
C 2.324 3.662 -4.277
C 1.210 3.326 -3.488
N 1.128 3.587 -2.205
C 2.172 4.170 -1.597
H 1.857 4.906 3.609
H -0.075 4.144 2.246
H 4.003 5.449 2.441
H 5.277 5.599 0.313
H 5.380 5.263 -2.124
H 4.296 4.488 -4.219
H 2.337 3.415 -5.329
H 0.367 2.810 -3.935
F 0.501 1.993 5.463
C -0.210 1.998 4.296
C 0.228 1.286 3.202
C -0.478 1.339 1.993
C -1.650 2.110 1.938
C -2.066 2.791 3.084
F -3.185 3.593 3.103
C -1.366 2.760 4.272
C -2.329 2.224 0.620
C -3.644 2.692 0.469
C -4.188 2.825 -0.793
C -3.413 2.513 -1.899
C -2.141 2.020 -1.663
N -1.622 1.839 -0.455
H 1.132 0.693 3.293
H -1.709 3.306 5.139
H -4.230 2.938 1.336
H -5.207 3.178 -0.909
H -3.779 2.633 -2.911
H -1.499 1.748 -2.493
C -2.440 -3.901 2.518
Si -1.973 -2.061 2.412
C -3.386 -1.190 1.495
C -2.206 -1.436 4.198
N -0.514 -1.847 1.616
C 0.727 -2.303 1.989
C 1.187 -2.321 3.318
C 2.488 -2.663 3.663
C 3.399 -2.976 2.669
C 2.980 -2.975 1.343
C 1.657 -2.716 0.962
N 1.245 -2.744 -0.366
Si 1.506 -4.062 -1.375
C 0.910 -3.659 -3.119
C 3.285 -4.701 -1.598
C 0.549 -5.601 -0.796
H -3.362 -4.065 3.084
H -1.636 -4.454 3.008
H -2.564 -4.328 1.520
H -4.310 -1.768 1.574
H -3.167 -1.054 0.434
H -3.569 -0.203 1.918
H -3.240 -1.598 4.521
H -1.996 -0.366 4.264
H -1.558 -1.953 4.906
H 0.496 -2.021 4.094
H 2.788 -2.650 4.707
H 4.433 -3.198 2.912
H 3.692 -3.183 0.555
H 1.162 -2.631 -3.385
H -0.169 -3.776 -3.230
H 1.381 -4.310 -3.858
H 3.945 -3.895 -1.923
H 3.304 -5.490 -2.356
H 3.681 -5.122 -0.671
H -0.520 -5.383 -0.755
H 0.862 -5.888 0.210
H 0.705 -6.454 -1.461
O -1.695 -1.829 -4.666
S -2.023 -0.822 -3.616
C -3.859 -0.938 -3.433
C -4.185 -1.734 -2.167
C -2.951 -2.583 -1.860
C -1.801 -1.594 -1.988
H -4.125 -1.480 -4.342
H -4.305 0.055 -3.455
H -5.094 -2.324 -2.296
H -4.352 -1.050 -1.332
H -2.827 -3.389 -2.586
H -2.976 -3.015 -0.858
H -0.812 -2.053 -1.921
H -1.933 -0.814 -1.233
O 3.736 -1.082 -2.579
Cl 3.082 0.125 -2.191
O 3.716 1.251 -2.819
O 3.109 0.278 -0.747
O 1.673 0.079 -2.558

---

version A (0.694 eV below the next structure)

---

Version A
22
Properties=species:S:1:pos:R:3 method="wB97M-V/def2-TZVPD" homo_energy_ev="1.52 / -3.98" homo_lumo_gap_ev="2.49 / 7.95" total_charge=-1 s_squared=0.750 multiplicity=2 molar_mass_da=101.19
C 1.076 0.922 -1.865
C 1.371 0.468 -0.396
N 0.233 -0.029 0.480
C 0.380 -1.359 0.986
C -0.569 -2.289 0.013
C -0.589 0.847 1.232
C -1.567 1.427 0.196
H 0.099 0.860 -2.045
H 1.640 1.748 -2.353
H 1.408 0.093 -2.462
H 1.590 1.298 0.229
H 2.229 -0.149 -0.417
H 1.484 -1.530 1.102
H 0.079 -1.415 2.071
H -0.123 -2.578 -0.915
H -0.964 -3.194 0.554
H -1.414 -1.709 -0.118
H -0.974 0.252 2.131
H 0.203 1.526 1.683
H -1.074 1.803 -0.683
H -2.272 0.687 -0.175
H -2.247 2.319 0.752

---

Version B
22
Properties=species:S:1:pos:R:3 method="wB97M-V/def2-TZVPD" homo_energy_ev="0.84 / -3.36" homo_lumo_gap_ev="2.91 / 7.08" total_charge=-1 s_squared=0.753 multiplicity=2 molar_mass_da=101.19
C -0.250 0.723 1.780
C -0.131 2.025 0.992
C 0.983 2.924 1.525
H 0.626 0.110 1.573
H -1.160 0.178 1.550
H -0.221 0.916 2.863
H -1.077 2.576 0.994
H 0.049 1.752 -0.049
H 0.996 3.881 0.993
H 0.929 3.139 2.592
H 1.951 2.455 1.321
C 1.251 -2.027 -1.799
C -0.170 -1.483 -1.896
C -1.983 -2.090 -0.544
N -0.806 -1.456 -0.600
H 1.759 -1.899 -2.769
H 1.798 -1.450 -1.055
H 1.300 -3.083 -1.540
H -0.754 -2.077 -2.614
H -0.091 -0.456 -2.302
H -2.548 -2.397 -1.437
H -2.450 -2.261 0.424

---

version B (2.237 eV below the next structure)

---

Version A
25
Properties=species:S:1:pos:R:3 method="wB97M-V/def2-TZVPD" homo_energy_ev=-9.13 homo_lumo_gap_ev=9.19 smiles="CC(C)S(=O)(=O)/N=c1/cncccn1" molar_mass_da=213.26
C 1.499 -1.834 -1.420
C 1.927 -0.409 -1.434
C 3.313 -0.003 -1.512
S 0.987 0.442 -0.062
O 1.331 1.845 0.046
O 1.134 -0.341 1.135
N -0.891 0.181 -0.860
C -1.594 0.978 -0.202
C -3.063 1.017 -0.097
N -3.668 0.266 0.732
C -3.073 -0.495 1.637
C -2.055 -0.023 2.450
C -1.423 1.210 2.143
N -1.240 1.654 0.930
H 2.156 -2.456 -0.689
H 0.428 -2.017 -1.207
H 1.719 -2.258 -2.497
H 1.392 0.063 -2.194
H 3.945 -0.514 -2.360
H 3.777 -0.296 -0.519
H 3.450 1.043 -1.574
H -3.695 1.828 -0.651
H -3.701 -1.332 2.078
H -1.661 -0.395 3.290
H -0.994 1.846 2.838

---

Version B
25
Properties=species:S:1:pos:R:3 method="wB97M-V/def2-TZVPD" homo_energy_ev="-7.60 / -7.59" homo_lumo_gap_ev="6.73 / 6.73" molar_mass_da=213.26
C -2.065 0.133 0.481
C -2.635 -0.191 -2.944
C 1.978 0.840 2.341
C 1.392 0.399 1.188
C -1.736 -0.659 -2.097
C 3.367 1.225 2.363
C -0.007 0.177 1.040
C -0.634 0.180 -1.414
N -2.173 0.202 1.771
N -0.873 0.149 -0.065
N -0.819 0.144 2.110
O 4.156 1.130 1.440
O 3.764 1.670 3.569
S 1.241 -2.117 0.605
H -2.885 -0.178 -0.168
H -3.262 -0.793 -3.612
H -2.696 0.877 -3.332
H 1.349 0.878 3.314
H 2.186 0.184 0.487
H -1.503 -1.759 -2.085
H -0.620 1.252 -1.787
H 0.325 -0.259 -1.695
H -0.398 0.268 2.975
H 2.998 1.618 4.136
H 1.741 -2.107 1.852

---

version B (0.577 eV below the next structure)

---

Version A
9
Properties=species:S:1:pos:R:3 method="wB97M-V/def2-TZVPD" homo_energy_ev=-3.65 homo_lumo_gap_ev=7.36 total_charge=-1 molar_mass_da=120.11
C -2.081 0.170 -0.260
C -0.004 -0.012 -0.004
N 1.276 0.201 -0.498
O -2.425 1.289 -0.258
O 0.012 -0.173 1.260
O 2.365 -0.090 0.325
S -2.740 -1.304 -0.300
H 1.668 -0.021 -1.388
H 1.929 -0.059 1.123

---

Version B
9
Properties=species:S:1:pos:R:3 method="wB97M-V/def2-TZVPD" homo_energy_ev="-3.81 / -3.81" homo_lumo_gap_ev="6.86 / 6.85" total_charge=-1 molar_mass_da=120.11
C 1.073 1.147 0.204
C 0.423 -0.280 0.023
N 2.402 1.092 0.297
O 0.434 2.211 0.059
O 3.841 -0.550 -0.929
O 0.850 -1.227 0.681
S 3.365 -0.136 0.422
H -0.602 0.058 0.011
H 0.747 -0.265 -1.074

---

version B (0.524 eV below the next structure)

---

Version A
13
Properties=species:S:1:pos:R:3 method="wB97M-V/def2-TZVPD" homo_energy_ev=-10.42 homo_lumo_gap_ev=10.95 smiles="N#CN=C=N.CN=C=O" molar_mass_da=124.10
N -0.545 -2.916 -1.843
C -1.625 -2.649 -1.558
N -2.854 -2.420 -1.225
C -3.544 -1.532 -0.772
N -4.404 -0.731 -0.568
H -4.752 -0.307 0.267
C 1.637 0.069 0.250
N 0.498 -0.174 1.052
C -0.665 -0.386 1.074
O -1.782 -0.604 1.319
H 1.389 0.707 -0.601
H 2.377 0.574 0.871
H 2.050 -0.874 -0.112

---

Version B
13
Properties=species:S:1:pos:R:3 method="wB97M-V/def2-TZVPD" homo_energy_ev=-10.11 homo_lumo_gap_ev=7.99 molar_mass_da=124.10
H 3.180 0.623 -0.275
N 2.183 1.074 -0.102
C 1.317 0.073 -0.005
N 1.653 -1.298 0.239
C -0.129 0.265 -0.088
N -0.879 -0.795 -0.204
C -2.119 -0.254 -0.111
O -3.167 -0.842 -0.018
C -2.076 1.140 0.163
N -0.840 1.575 -0.039
H 2.681 -1.513 0.073
H 0.972 -1.915 -0.135
H -2.775 1.867 0.504

---

Version C
13
Properties=species:S:1:pos:R:3 method="wB97M-V/def2-TZVPD" homo_energy_ev=-8.61 homo_lumo_gap_ev=7.82 molar_mass_da=124.10
C 0.623 0.717 0.937
C 1.272 -0.394 0.268
C 0.216 -0.565 -0.888
C -1.456 -1.152 -2.024
H 1.916 1.674 1.968
H -0.054 1.687 3.078
H 2.158 -0.813 0.326
H -2.084 -2.021 -2.730
N 1.002 1.196 2.121
N -0.142 -1.349 -1.831
N -2.107 -0.332 -1.147
N -0.778 0.368 -0.643
O -0.564 0.984 0.563

---

Version D
13
Properties=species:S:1:pos:R:3 method="wB97M-V/def2-TZVPD" homo_energy_ev=-9.70 homo_lumo_gap_ev=9.73 smiles="C#CC/N=c1/nn[nH]o1" molar_mass_da=124.10
C 2.357 1.108 -0.520
C 1.777 0.167 0.046
C 1.198 -1.078 0.471
N 0.005 -1.465 -0.259
C -0.872 -0.612 -0.360
N -2.401 -0.808 -0.616
N -3.034 0.142 -0.110
N -2.087 0.981 0.449
O -0.678 0.581 0.126
H 2.711 1.884 -1.307
H 2.166 -1.767 0.245
H 0.886 -1.142 1.601
H -2.028 2.009 0.235

---

version A (0.661 eV below the next structure)